<A>
Density functional theory data (ωB97M-V/def2-TZVPD) for C2H3NS3 as an isolated structure.

Cartesian coordinates (Å):
1 C -1.36980 1.45951 0.06717
2 C 1.18565 0.32219 0.78455
3 H -2.90057 -1.74420 0.34870
4 H -1.82061 2.35591 0.68334
5 H 0.90030 0.68549 2.04344
6 N -2.11718 0.36862 0.17147
7 S -1.61734 -1.35736 -0.13157
8 S 0.54139 1.33796 -0.40082
9 S 2.31007 -0.89108 -0.05424

Properties
LUMO level in eV: -1.4
Orbital gap in eV: 7.34

Listed below, in e, are the Löwdin charges computed for each atom:
1. C -0.45
2. C -1.01
3. H -0.10
4. H 0.11
5. H 0.15
6. N -0.41
7. S 0.64
8. S 0.70
9. S 0.39

***

<B>
Density functional theory data (ωB97M-V/def2-TZVPD) for C2H3NS3 in the gas phase.

Cartesian coordinates (Å):
1 S 2.47454 -2.70824 2.70844
2 C 1.58887 -1.80394 1.71390
3 S 1.48580 -1.82854 -0.02764
4 C 0.02367 -0.55436 -0.32200
5 N -0.17255 -0.02247 0.97839
6 S 0.21558 -0.86260 2.35683
7 H -0.79885 -1.21505 -0.70396
8 H 0.17159 0.08629 -1.23396
9 H 0.21123 0.98829 1.18098

Properties
LUMO level in eV: -0.1
Orbital gap in eV: 8.37

Listed below, in e, are the Löwdin charges computed for each atom:
1. S 0.58
2. C -1.54
3. S 0.80
4. C -0.45
5. N -0.52
6. S 0.83
7. H 0.08
8. H 0.10
9. H 0.13

***

<C>
Density functional theory data (ωB97M-V/def2-TZVPD) for C2H3NS3 in the gas phase.

Cartesian coordinates (Å):
1 S -0.37059 -1.88095 -0.72646
2 C -0.66043 -0.30899 -1.21007
3 N 0.13056 0.50970 -0.41646
4 S 0.16145 2.18561 -0.91367
5 C 0.18087 0.41598 1.12025
6 S 0.31408 -0.79095 1.99541
7 H -1.56129 0.31652 -1.91472
8 H 1.35921 1.89105 -1.71988
9 H 0.48657 1.36333 1.40441

Properties
LUMO level in eV: -0.5
Orbital gap in eV: 7.71

Listed below, in e, are the Löwdin charges computed for each atom:
1. S 0.60
2. C -0.74
3. N -0.66
4. S 0.73
5. C -0.81
6. S 0.79
7. H 0.15
8. H -0.04
9. H -0.01

***

It turns out <B> is the most stable, with the second structure 0.0854 hartree higher.

***

<A>
Density functional theory data (ωB97M-V/def2-TZVPD) for C18H20ClNO3S in the gas phase.

Cartesian coordinates (Å):
1 C -4.50502 -2.72181 1.03787
2 O -3.69246 -1.60181 0.78603
3 C -4.28348 -0.43872 0.37056
4 C -5.65614 -0.28003 0.22504
5 C -6.20203 0.93388 -0.15691
6 C -5.38053 2.01611 -0.40122
7 C -4.01110 1.86834 -0.28122
8 C -3.44542 0.65681 0.09346
9 O -2.07752 0.65588 0.21195
10 C -1.35449 -0.52269 -0.08073
11 C 0.10290 -0.19099 -0.40370
12 O 0.87651 -1.05115 -0.76946
13 N 0.42166 1.10484 -0.25011
14 C 1.76235 1.61194 -0.40148
15 C 2.33360 2.05084 0.94471
16 S 4.06833 2.58276 0.80102
17 C 4.93895 1.01794 1.20377
18 C 4.66032 -0.05261 0.20279
19 C 5.17530 0.06241 -1.08559
20 C 4.91375 -0.89085 -2.05022
21 C 4.12705 -1.98811 -1.74071
22 C 3.60534 -2.12729 -0.46862
23 C 3.86913 -1.16218 0.48872
24 Cl 3.18057 -1.37859 2.06530
25 H -5.05488 -3.03094 0.14329
26 H -5.20936 -2.53330 1.85429
27 H -3.81989 -3.51606 1.33066
28 H -6.31737 -1.10796 0.42419
29 H -7.27280 1.02491 -0.25511
30 H -5.79633 2.96790 -0.69227
31 H -3.34580 2.69540 -0.47474
32 H -1.78014 -1.04913 -0.94198
33 H -1.35655 -1.21400 0.77069
34 H -0.30055 1.72508 0.08529
35 H 2.36072 0.80198 -0.82543
36 H 1.76711 2.45841 -1.09582
37 H 2.29237 1.23982 1.66986
38 H 1.78419 2.90919 1.33331
39 H 4.64232 0.72750 2.21015
40 H 5.99262 1.29574 1.19771
41 H 5.77738 0.92789 -1.32135
42 H 5.32103 -0.77621 -3.04331
43 H 3.91120 -2.73407 -2.48934
44 H 2.97712 -2.96707 -0.22136

Properties
LUMO level in eV: 0.7
Orbital gap in eV: 9.14

Listed below, in e, are the Löwdin charges computed for each atom:
1. C -0.08
2. O -0.10
3. C -0.20
4. C -0.02
5. C -0.09
6. C -0.09
7. C -0.01
8. C -0.19
9. O -0.04
10. C -0.08
11. C -0.46
12. O 0.06
13. N 0.08
14. C -0.23
15. C -0.46
16. S 0.86
17. C -0.44
18. C -0.34
19. C -0.06
20. C -0.08
21. C -0.08
22. C -0.12
23. C -0.61
24. Cl 0.72
25. H 0.10
26. H 0.10
27. H 0.10
28. H 0.10
29. H 0.10
30. H 0.10
31. H 0.12
32. H 0.15
33. H 0.14
34. H 0.14
35. H 0.10
36. H 0.12
37. H 0.05
38. H 0.07
39. H 0.05
40. H 0.08
41. H 0.11
42. H 0.10
43. H 0.11
44. H 0.11

***

<B>
Density functional theory data (ωB97M-V/def2-TZVPD) for C18H20ClNO3S in the gas phase.

Cartesian coordinates (Å):
1 C -0.47101 -0.00238 -3.58930
2 O -1.65618 0.17798 -2.85198
3 C -1.56202 0.59260 -1.55792
4 C -2.78265 0.75887 -0.90134
5 C -2.81462 1.15356 0.42693
6 O -3.94609 1.32957 1.15299
7 C -5.18242 1.01603 0.55698
8 C -1.61329 1.38722 1.09855
9 C -0.40570 1.23379 0.44313
10 C 0.84226 1.38738 1.23946
11 O 0.88357 1.18997 2.43975
12 N 1.94960 1.74022 0.54066
13 C 3.26540 1.60867 1.10955
14 C 4.23164 0.92814 0.14261
15 S 3.49560 -0.43365 -0.82400
16 C 3.08779 -1.69308 0.45663
17 C 1.60843 -1.87858 0.57651
18 C 0.87339 -2.25808 -0.54223
19 C -0.49910 -2.39465 -0.47804
20 C -1.14387 -2.14814 0.72392
21 Cl -2.86060 -2.28208 0.80491
22 C -0.43057 -1.79182 1.85434
23 C 0.94457 -1.66105 1.77565
24 C -0.36999 0.83562 -0.89344
25 H -0.78737 -0.33748 -4.57590
26 H 0.17480 -0.76127 -3.13757
27 H 0.08661 0.93458 -3.68878
28 H -3.67747 0.54870 -1.46308
29 H -5.38899 1.66027 -0.30367
30 H -5.93277 1.19099 1.32627
31 H -5.21972 -0.03227 0.24533
32 H -1.62944 1.67391 2.13708
33 H 1.88681 1.93388 -0.44522
34 H 3.14279 1.03030 2.03047
35 H 3.67716 2.58987 1.38080
36 H 5.10675 0.54799 0.66945
37 H 4.56147 1.62655 -0.62736
38 H 3.53588 -1.36454 1.39115
39 H 3.57173 -2.61263 0.12277
40 H 1.39089 -2.43438 -1.47500
41 H -1.06851 -2.68113 -1.34850
42 H -0.94134 -1.59909 2.78363
43 H 1.49341 -1.36938 2.65768
44 H 0.57315 0.65904 -1.38387

Properties
LUMO level in eV: 0.5
Orbital gap in eV: 8.77

Listed below, in e, are the Löwdin charges computed for each atom:
1. C -0.08
2. O -0.08
3. C -0.27
4. C 0.04
5. C -0.28
6. O -0.08
7. C -0.09
8. C 0.05
9. C -0.13
10. C -0.46
11. O 0.06
12. N 0.05
13. C -0.23
14. C -0.46
15. S 0.87
16. C -0.39
17. C -0.30
18. C -0.07
19. C -0.11
20. C -0.66
21. Cl 0.72
22. C -0.09
23. C -0.04
24. C 0.01
25. H 0.10
26. H 0.08
27. H 0.10
28. H 0.12
29. H 0.10
30. H 0.09
31. H 0.09
32. H 0.13
33. H 0.12
34. H 0.11
35. H 0.12
36. H 0.08
37. H 0.07
38. H 0.08
39. H 0.08
40. H 0.11
41. H 0.11
42. H 0.12
43. H 0.12
44. H 0.08

***

It turns out <B> is the most stable, with the second structure 0.0099 hartree higher.

***

<A>
Density functional theory data (ωB97M-V/def2-TZVPD) for C11H11NS in the gas phase.

Cartesian coordinates (Å):
1 C 0.14885 1.67245 -0.24526
2 C -0.11320 0.24992 -0.62778
3 C 0.57526 -0.24192 -1.84193
4 C 1.92437 -0.46161 -1.88096
5 C 2.70673 -0.61276 -0.71722
6 C 2.39230 -1.09966 0.48641
7 C 0.95800 -1.44893 0.91668
8 C -0.00636 -0.86089 0.29757
9 C -1.38031 -0.43259 -0.19919
10 C -2.44368 0.16261 0.72221
11 C -1.90666 -1.38413 -1.17757
12 N -1.66333 -1.50766 -2.42425
13 S -0.54785 -0.53359 -3.26869
14 H -0.81172 2.22747 -0.49564
15 H 1.07591 1.90810 -0.69109
16 H 0.28858 1.94400 0.76359
17 H 2.49736 -0.45205 -2.76759
18 H 3.85850 -0.63276 -0.93376
19 H 3.20499 -1.30347 1.19226
20 H 0.78280 -2.20420 1.57893
21 H -2.39398 1.25875 0.66825
22 H -2.25217 0.11049 1.76040
23 H -3.45661 -0.08467 0.47753
24 H -2.65495 -2.06249 -0.81792

Properties
LUMO level in eV: 0.5
Orbital gap in eV: 8.57

Listed below, in e, are the Löwdin charges computed for each atom:
1. C 0.01
2. C -0.43
3. C -0.39
4. C -0.10
5. C -0.14
6. C -0.04
7. C 0.01
8. C -0.08
9. C -0.29
10. C 0.01
11. C -0.20
12. N -0.29
13. S 0.91
14. H 0.11
15. H 0.07
16. H 0.07
17. H 0.10
18. H 0.14
19. H 0.10
20. H 0.07
21. H 0.08
22. H 0.07
23. H 0.08
24. H 0.12

***

<B>
Density functional theory data (ωB97M-V/def2-TZVPD) for C11H11NS in the gas phase.

Cartesian coordinates (Å):
1 C 1.35657 0.17449 2.07707
2 C 1.80772 0.51869 0.64889
3 C 0.93819 1.13458 -0.17135
4 C 1.22351 1.73800 -1.54718
5 C -0.41574 0.38618 -0.02261
6 C -1.65733 1.06201 -0.00964
7 C -2.85078 0.35600 0.10747
8 C -2.90811 -1.02650 0.06190
9 C -1.70849 -1.77669 -0.15336
10 C -0.46245 -1.13658 -0.22614
11 N 0.64108 -1.82189 -0.54681
12 C 1.89048 -1.66968 -0.56250
13 S 3.04521 -0.46163 0.02904
14 H 2.20932 0.54250 2.84382
15 H 1.32818 -0.85104 2.32055
16 H 0.55024 0.73410 2.25550
17 H 0.70859 1.14877 -2.32851
18 H 2.17371 1.78810 -1.74261
19 H 0.72944 2.75284 -1.47230
20 H -1.56543 2.16377 0.16379
21 H -3.75501 0.83503 -0.06067
22 H -3.96154 -1.38206 -0.08296
23 H -1.60912 -2.88879 -0.19977
24 H 2.29177 -2.32021 -1.38163

Properties
LUMO level (alpha / beta) in eV: 0.3 / 0.3
Orbital gap (alpha / beta) in eV: 8.45 / 8.45

Listed below, in e, are the Löwdin charges computed for each atom:
1. C -0.08
2. C -0.62
3. C -0.24
4. C -0.02
5. C -0.10
6. C -0.04
7. C -0.12
8. C -0.08
9. C -0.01
10. C -0.23
11. N 0.05
12. C -0.43
13. S 0.98
14. H 0.13
15. H 0.06
16. H 0.02
17. H 0.10
18. H 0.00
19. H 0.11
20. H 0.13
21. H 0.07
22. H 0.12
23. H 0.12
24. H 0.09

***

It turns out <B> is the most stable, with the second structure 0.0115 hartree higher.